1.
# C23H15F3N5Ni

A structure of composition C23H15F3N5Ni at a distorted geometry (ωB97M-V/def2-TZVPD, the Open Molecules 2025 dataset).

Element x y z (Å)
Ni -0.044 -0.051 -0.002
N 4.094 -0.420 -0.008
C 2.803 -0.733 -0.007
N 1.854 0.157 -0.003
C 2.181 1.528 -0.001
N 1.209 2.393 0.001
N 0.021 1.786 0.000
C -1.110 2.402 0.003
C -2.244 1.517 0.003
C -3.571 1.928 0.007
C -4.575 0.979 0.007
C -4.229 -0.365 0.005
C -2.890 -0.714 0.001
N -1.918 0.192 0.000
C 3.564 1.918 -0.001
C 3.981 3.252 0.002
C 5.325 3.553 0.002
C 6.277 2.535 -0.001
C 5.886 1.209 -0.005
C 4.534 0.904 -0.005
H 4.784 -1.155 -0.009
H 2.532 -1.782 -0.012
H -1.164 3.484 0.007
H -3.792 2.986 0.010
H -5.615 1.275 0.010
H -4.983 -1.139 0.007
H -2.581 -1.750 -0.002
H 3.229 4.028 0.005
H 5.643 4.586 0.005
H 7.330 2.780 -0.001
H 6.623 0.415 -0.007
F -0.834 -9.313 0.863
C 0.086 -8.818 0.011
F 1.287 -9.271 0.428
F -0.150 -9.360 -1.195
C 0.052 -7.315 -0.017
C 0.273 -6.630 1.172
C 0.253 -5.249 1.179
C 0.011 -4.545 -0.006
C -0.214 -5.247 -1.194
C -0.192 -6.631 -1.198
C -0.008 -3.116 -0.004
C -0.037 -1.901 -0.002
H 0.457 -7.188 2.081
H 0.417 -4.700 2.096
H -0.404 -4.699 -2.106
H -0.363 -7.185 -2.110

Atomic forces in eV per Å
Ni 0.431 -0.749 0.002
N -0.005 0.039 0.002
C 0.150 -0.216 -0.003
N -0.045 0.452 -0.003
C -0.904 -0.292 -0.001
N 1.160 0.957 0.000
N -1.270 -0.206 0.000
C 1.294 0.358 0.006
C -1.156 -0.751 -0.004
C 0.657 0.374 0.001
C -0.143 -0.536 0.002
C -0.220 0.404 0.002
C 0.137 -0.241 0.000
N -0.265 0.454 0.001
C 0.530 -0.191 0.000
C -0.028 0.035 0.000
C -0.078 0.128 -0.001
C -0.075 -0.167 0.000
C 0.215 0.040 0.000
C -0.288 0.310 0.004
H -0.054 -0.094 -0.004
H -0.090 0.022 0.004
H -0.092 0.035 -0.002
H -0.038 -0.016 -0.002
H 0.011 0.037 0.001
H 0.014 -0.011 -0.003
H 0.122 0.030 0.003
H 0.021 0.001 0.000
H 0.003 -0.012 0.000
H 0.002 -0.011 0.000
H -0.004 0.011 0.000
F 0.096 0.019 -0.081
C 0.017 -0.064 0.030
F -0.129 0.016 -0.041
F 0.022 0.034 0.113
C -0.008 -0.057 -0.043
C -0.009 -0.022 -0.052
C -0.027 -0.007 -0.103
C -0.004 -0.273 -0.051
C 0.039 0.040 0.146
C 0.012 -0.070 0.059
C -0.005 0.421 0.016
C 0.001 -0.312 -0.006
H 0.002 0.046 0.023
H 0.005 -0.006 0.010
H 0.001 0.000 -0.007
H -0.006 0.041 -0.015

Properties
Molecular weight, g mol⁻¹: 477.09
Relative energy (zero: lowest compared OMol25 entry of this formula, charge and spin), kcal/mol: 1.8
Net charge: +1
Energy, a.u.: -2966.951788
Largest force on an atom, Eh/bohr: 0.0293
Gap between HOMO and LUMO, eV: 6.434

2.
# C23H15N2O6Os

A structure of composition C23H15N2O6Os (ωB97M-V/def2-TZVPD, the Open Molecules 2025 dataset).

Element x y z (Å)
Os -0.884 2.574 -2.105
O 1.865 4.832 -4.116
C 0.934 4.383 -3.494
O 0.359 3.229 -3.678
C 0.320 5.177 -2.286
O 0.550 6.347 -2.117
O -0.488 4.450 -1.558
O -3.154 2.440 -2.273
N -3.572 1.247 -2.215
N -2.671 0.372 -2.431
O -1.430 0.692 -2.772
C -2.955 -1.003 -2.198
C -4.260 -1.473 -2.273
C -4.504 -2.806 -1.988
C -3.463 -3.653 -1.635
C -2.166 -3.165 -1.568
C -1.900 -1.835 -1.853
H -5.059 -0.798 -2.544
H -5.517 -3.185 -2.044
H -3.663 -4.693 -1.409
H -1.352 -3.816 -1.278
H -0.902 -1.425 -1.790
C -0.071 1.700 -0.539
C 0.514 1.055 0.326
C 1.196 0.318 1.294
C 2.485 0.799 1.777
C 3.238 1.694 1.001
C 4.447 2.189 1.455
C 4.939 1.814 2.700
C 4.197 0.943 3.488
C 2.988 0.444 3.037
C 0.610 -0.947 1.720
C 1.393 -2.019 2.177
C 0.818 -3.237 2.500
C -0.552 -3.427 2.376
C -1.341 -2.380 1.914
C -0.773 -1.162 1.590
H 2.852 1.995 0.036
H 5.007 2.877 0.835
H 5.884 2.205 3.055
H 4.557 0.660 4.469
H 2.407 -0.207 3.678
H 2.466 -1.904 2.246
H 1.449 -4.049 2.839
H -0.998 -4.381 2.627
H -2.410 -2.515 1.801
H -1.391 -0.353 1.221

Atomic forces in eV per Å
Os 0.732 -0.111 0.054
O -0.141 -0.066 -0.148
C 0.356 0.226 0.424
O -0.554 -0.132 -0.151
C 0.050 0.323 -0.706
O 0.003 -0.110 0.192
O -0.111 -0.421 0.426
O -0.022 -0.072 -0.142
N -0.046 0.071 0.067
N 0.048 0.170 -0.114
O 0.025 0.066 0.121
C -0.014 -0.229 0.045
C 0.017 -0.005 -0.022
C -0.018 0.032 -0.005
C 0.039 -0.020 0.008
C -0.014 -0.045 -0.010
C -0.033 0.083 -0.015
H 0.002 -0.006 0.001
H 0.000 0.007 -0.003
H 0.003 -0.003 0.000
H -0.001 0.005 0.006
H -0.010 -0.007 -0.001
C -0.452 0.444 -0.309
C 0.328 -0.238 0.510
C -0.176 0.066 -0.274
C 0.067 0.054 -0.039
C -0.006 0.000 0.017
C 0.002 0.004 -0.002
C -0.005 -0.012 0.010
C 0.031 0.021 0.014
C -0.014 0.008 0.026
C -0.103 -0.090 0.028
C -0.006 0.005 -0.009
C -0.014 -0.021 -0.001
C -0.007 0.000 0.003
C -0.010 -0.015 0.024
C 0.073 -0.004 0.007
H 0.008 0.007 0.002
H -0.001 -0.002 -0.007
H 0.007 0.001 0.002
H 0.005 0.002 0.004
H 0.026 0.053 0.000
H -0.039 -0.030 -0.026
H -0.001 -0.004 -0.001
H -0.006 -0.008 0.005
H -0.015 -0.005 -0.007
H -0.002 0.006 -0.005

Properties
Molecular weight, g mol⁻¹: 605.61
Relative energy (zero: lowest compared OMol25 entry of this formula, charge and spin), kcal/mol: 8.9
Net charge: -1
Spin multiplicity: 5
Energy, a.u.: -1536.976016
Largest force on an atom, Eh/bohr: 0.0151
Gap between HOMO and LUMO (spin up / spin down), eV: 6.331 / 6.514

3.
# C23H17BrF10N4Ni

A structure of composition C23H17BrF10N4Ni at a distorted geometry (ωB97M-V/def2-TZVPD, the Open Molecules 2025 dataset).

Element x y z (Å)
Ni -0.854 -0.802 -1.026
C -0.676 -3.228 0.649
N -1.243 -2.783 -0.626
C -0.648 -3.545 -1.729
C 0.783 -3.044 -1.932
N 0.762 -1.595 -1.884
C 1.913 -0.916 -1.666
C 2.217 0.220 -2.467
F 1.516 0.411 -3.596
C 3.191 1.144 -2.137
F 3.361 2.241 -2.887
C 3.994 0.941 -1.018
F 4.913 1.848 -0.660
C 3.813 -0.217 -0.268
F 4.571 -0.430 0.818
C 2.825 -1.127 -0.599
F 2.655 -2.186 0.218
C -2.705 -2.880 -0.591
C -3.233 -1.781 0.335
N -2.528 -0.552 0.029
C -2.510 0.450 0.938
C -2.180 0.344 2.315
F -2.003 -0.874 2.869
C -1.901 1.445 3.105
F -1.496 1.263 4.370
C -1.992 2.734 2.589
F -1.667 3.794 3.342
C -2.420 2.896 1.274
F -2.544 4.129 0.763
C -2.707 1.789 0.500
F -3.197 1.991 -0.734
H -0.928 -4.278 0.843
H -1.053 -2.621 1.466
H 0.405 -3.122 0.642
H -1.225 -3.345 -2.637
H -0.662 -4.625 -1.522
H 1.137 -3.348 -2.927
H 1.465 -3.492 -1.199
H -3.033 -3.872 -0.248
H -3.085 -2.702 -1.603
H -3.146 -2.083 1.386
H -4.302 -1.621 0.135
C 2.217 2.812 2.115
C 1.376 2.478 0.928
C 1.078 3.378 -0.093
C 0.301 2.972 -1.167
C -0.154 1.663 -1.189
Br -1.203 0.992 -2.622
N 0.114 0.796 -0.219
C 0.853 1.195 0.805
H 2.553 3.844 2.097
H 3.092 2.161 2.146
H 1.653 2.643 3.032
H 1.444 4.394 -0.058
H 0.055 3.649 -1.969
H 1.039 0.449 1.566

Atomic forces in eV per Å
Ni -0.094 -2.638 1.368
C 0.149 0.104 0.209
N -0.481 -0.879 -0.321
C 0.409 0.099 -0.169
C 0.224 -0.047 -0.235
N -0.871 -0.079 0.269
C 1.415 0.743 0.034
C 0.010 -0.662 0.286
F 0.202 0.147 0.093
C 0.166 -0.014 0.251
F 0.017 -0.126 0.071
C -0.247 -0.214 -0.052
F -0.056 -0.082 -0.049
C 0.170 0.174 -0.158
F -0.048 0.062 -0.094
C -0.481 0.186 -0.509
F -0.026 0.126 0.062
C -0.271 0.284 0.241
C -0.338 0.070 0.053
N 0.558 -0.599 -0.529
C -0.170 1.263 0.989
C -0.059 0.080 -0.692
F 0.120 0.094 -0.026
C -0.104 0.315 -0.041
F -0.025 0.061 -0.097
C -0.022 -0.310 -0.117
F -0.066 -0.088 -0.072
C 0.151 0.021 0.278
F -0.025 -0.138 0.074
C -0.118 -0.607 0.317
F 0.059 0.174 0.165
H -0.023 0.023 -0.063
H -0.099 0.061 0.020
H 0.066 0.000 -0.084
H -0.022 -0.019 0.131
H -0.048 0.089 -0.078
H -0.064 -0.264 0.127
H -0.121 -0.021 -0.070
H -0.007 0.077 -0.109
H 0.104 -0.086 0.076
H -0.018 -0.034 -0.151
H 0.012 -0.293 0.076
C 0.028 -0.092 0.120
C -0.187 0.038 -0.323
C -0.078 -0.355 0.121
C -0.177 -0.142 -0.213
C 0.440 0.945 0.278
Br -0.122 1.421 -1.052
N -0.070 0.975 -0.672
C 0.059 -0.057 0.131
H 0.022 0.094 -0.011
H 0.070 0.034 0.023
H 0.015 0.054 0.060
H 0.060 0.063 0.044
H -0.024 0.047 -0.077
H 0.035 -0.078 0.094

Properties
Molecular weight, g mol⁻¹: 677.99
Relative energy (zero: lowest compared OMol25 entry of this formula, charge and spin), kcal/mol: 26.2
Spin multiplicity: 3
Energy, a.u.: -6186.553629
Largest force on an atom, Eh/bohr: 0.0578
Gap between HOMO and LUMO (spin up / spin down), eV: 7.600 / 7.857

4.
# C23H17ClF4O2

A cluster of 2 separate species, C23H17ClF4O2 in total at a distorted geometry (ωB97M-V/def2-TZVPD, the Open Molecules 2025 dataset).

Element x y z (Å)
F -0.681 -3.489 -3.295
C -1.033 -2.162 -3.148
C -0.977 -1.353 -4.280
C -1.313 -0.012 -4.088
F -1.269 0.833 -5.174
C -1.681 0.503 -2.865
C -1.735 -0.340 -1.710
C -2.124 0.290 -0.502
C -2.342 -0.224 0.800
C -2.845 0.706 1.764
C -3.056 0.317 3.069
F -3.485 1.262 3.976
C -2.846 -0.987 3.518
C -2.372 -1.889 2.568
F -2.159 -3.191 2.972
C -2.104 -1.558 1.247
C -1.405 -1.715 -1.890
H -0.690 -1.738 -5.253
H -1.937 1.555 -2.749
H -2.358 1.353 -0.609
H -3.036 1.730 1.446
H -3.040 -1.275 4.544
H -1.714 -2.311 0.575
H -1.435 -2.413 -1.063
C 2.993 -1.413 -3.552
C 3.086 -1.096 -2.091
O 2.136 -0.072 -1.754
C 2.372 0.326 -0.465
C 1.369 1.200 0.083
C 1.410 1.643 1.408
C 2.510 1.361 2.291
C 2.484 1.757 3.622
Cl 3.827 1.408 4.630
C 1.366 2.428 4.150
C 0.280 2.715 3.306
C 0.312 2.372 1.965
O 3.381 -0.101 0.120
H 3.576 -2.317 -3.736
H 1.969 -1.590 -3.884
H 3.442 -0.614 -4.148
H 2.860 -1.985 -1.485
H 4.099 -0.755 -1.851
H 0.557 1.501 -0.565
H 3.356 0.800 1.911
H 1.363 2.712 5.196
H -0.599 3.220 3.706
H -0.513 2.611 1.290

Atomic forces in eV per Å
F -0.390 1.288 0.160
C 0.175 -0.668 0.098
C -0.105 0.253 0.260
C 0.079 0.319 -0.572
F -0.046 -0.808 0.975
C 0.002 -0.192 0.442
C 0.289 -0.377 -1.273
C 0.353 0.199 0.320
C -0.233 -0.090 0.922
C 0.393 -0.052 -0.288
C -0.172 0.310 0.569
F 0.336 -0.919 -0.832
C 0.011 0.364 -0.263
C 0.180 -0.719 -0.216
F -0.182 1.316 -0.405
C -0.127 0.184 0.296
C 0.023 0.319 -0.186
H -0.033 0.050 0.180
H 0.102 -0.227 -0.239
H 0.053 -0.328 0.038
H -0.025 -0.221 0.260
H 0.056 0.017 -0.148
H -0.127 0.077 0.514
H 0.112 0.037 -0.516
C 0.057 0.035 -0.426
C 0.170 -0.407 -0.426
O 0.203 0.166 0.955
C 1.585 -1.076 0.052
C -0.440 0.038 -0.230
C 0.219 0.280 1.334
C -0.191 0.016 0.336
C -1.083 0.233 -1.064
Cl 0.307 -0.064 0.302
C -0.073 -0.133 -0.433
C 0.289 0.093 0.167
C 0.011 -0.362 -0.373
O -1.625 0.799 -0.532
H -0.034 -0.021 -0.068
H 0.047 0.027 0.044
H -0.206 -0.037 -0.028
H 0.128 0.250 -0.032
H -0.305 -0.151 0.040
H 0.052 0.083 -0.038
H -0.168 0.213 0.116
H -0.082 -0.014 -0.106
H 0.266 -0.084 -0.052
H 0.151 -0.017 0.366

Properties
Molecular weight, g mol⁻¹: 436.83
Relative energy (zero: lowest compared OMol25 entry of this formula, charge and spin), kcal/mol: 13.7
Energy, a.u.: -1896.665929
Largest force on an atom, Eh/bohr: 0.0373
Gap between HOMO and LUMO, eV: 3.220

Which of these has the lowest molecular weight? C23H17ClF4O2